Entry from OMol25: an isolated molecule of C3H5NO (ωB97M-V/def2-TZVPD).

```
! RIJCOSX wB97M-V def2-TZVPD def2/J DEFGRID3
* xyz 0 1
O -0.4336 -1.1102 -2.1369
N -0.4314 1.3589 1.2287
C 0.3632 -0.6424 0.0411
C -0.3241 0.5293 0.1532
C 0.2992 -1.3603 -1.2046
H 0.0969 1.2719 2.0613
H -0.9322 0.7677 -0.6991
H -0.5907 2.4614 1.0032
H 0.9992 -2.2489 -1.2882
H 0.9534 -1.0275 0.8413
*
```

The LUMO energy comes out at 0.69 eV. For the energy above the lowest of the compared OMol25 structures with the same formula, charge and spin, the calculation gives 1.005 eV. The frontier orbital gap comes out at 9.49 eV.